1.
DFT (ωB97M-V with the def2-TZVPD basis set) results for a structure of composition C33H55AsCuN8O4PSe2Si2.

Geometry as XYZ:
```
107
C33H55AsCuN8O4PSe2Si2 (ωB97M-V with the def2-TZVPD basis set)
Cu -1.6621 -0.6195 -0.1759
C -1.0831 0.0713 -5.6351
N -0.6172 0.1973 -4.2874
C 0.2153 1.1759 -3.7786
C 0.2975 0.9382 -2.4387
N -0.4598 -0.1382 -2.0883
C -1.0290 -0.5931 -3.2269
P -2.5354 -1.5818 -3.3081
C -3.7317 -0.7195 -2.1761
N -3.3805 -0.1372 -1.0247
C -4.3601 0.7663 -0.7068
C -5.3200 0.7560 -1.6715
N -4.9186 -0.1747 -2.6031
C -5.6511 -0.5699 -3.7774
C -2.0553 -2.8638 -2.0635
N -1.6633 -2.6409 -0.8228
C -1.4691 -3.8581 -0.2320
C -1.7232 -4.8423 -1.1408
N -2.0903 -4.2080 -2.3025
C -2.5004 -4.8658 -3.5245
H -0.5035 0.7265 -6.2836
H -2.1450 0.3379 -5.7112
H -0.9744 -0.9599 -5.9811
H 0.6814 1.9119 -4.4120
H 0.8839 1.4688 -1.7053
H -4.3049 1.3643 0.1886
H -6.2374 1.3095 -1.7779
H -6.1834 0.2905 -4.1832
H -6.3728 -1.3602 -3.5567
H -4.9484 -0.9375 -4.5244
H -1.1179 -3.9364 0.7818
H -1.6699 -5.9157 -1.0733
H -1.8923 -5.7565 -3.6792
H -2.3583 -4.1842 -4.3588
H -3.5528 -5.1527 -3.4821
C 2.6169 -6.1543 -1.7059
C 3.4759 -4.9222 -1.9732
C 2.7242 -3.8324 -2.7362
C 1.6819 -3.1048 -1.8921
N 2.2820 -2.2201 -0.9053
C 2.2581 -2.3822 0.4485
Se 1.8184 -3.8937 1.3841
N 2.7174 -1.2309 0.9964
C 2.7402 -0.9300 2.4139
C 4.0864 -1.2379 3.0522
C 4.1376 -0.7800 4.5075
C 3.0555 -1.4136 5.3781
C 3.0789 -0.3448 0.0010
C 3.6181 0.9294 0.0535
C 3.9102 1.5430 -1.1589
C 3.6580 0.9043 -2.3729
C 3.0913 -0.3628 -2.4204
C 2.8076 -0.9754 -1.2127
H 3.1868 -6.9215 -1.1795
H 2.2514 -6.5838 -2.6435
H 1.7608 -5.9010 -1.0793
H 4.3628 -5.2119 -2.5442
H 3.8282 -4.5184 -1.0195
H 2.2095 -4.2770 -3.5949
H 3.4347 -3.1046 -3.1380
H 1.0608 -3.8132 -1.3456
H 1.0223 -2.4918 -2.5114
H 1.9457 -1.5108 2.8737
H 2.4660 0.1179 2.5373
H 4.8841 -0.7467 2.4849
H 4.2566 -2.3172 2.9899
H 4.0313 0.3097 4.5427
H 5.1273 -1.0108 4.9126
H 2.0636 -1.0699 5.0808
H 3.2023 -1.1534 6.4280
H 3.0811 -2.5029 5.2938
H 3.8047 1.4244 0.9972
H 4.3362 2.5381 -1.1582
H 3.8813 1.4166 -3.2998
H 2.8532 -0.8301 -3.3660
O -0.3929 -0.7394 1.4736
Se -0.8111 0.2884 2.6770
O 0.3146 0.4641 3.8219
O -0.8260 1.8350 1.8364
O -2.3086 0.1007 3.2424
C -1.8813 5.5318 4.6169
Si -1.2666 3.7690 4.3406
C -1.9350 2.6682 5.6936
C 0.6028 3.7173 4.3576
As -2.1886 3.0036 2.2810
Si -1.4137 4.6539 0.7895
C -1.3418 3.8659 -0.9100
C 0.2602 5.4252 1.1515
C -2.7376 5.9949 0.8312
H -1.5566 5.9064 5.5907
H -2.9730 5.5741 4.5906
H -1.4969 6.2103 3.8520
H -1.6362 3.0264 6.6828
H -1.5469 1.6565 5.5580
H -3.0245 2.6126 5.6556
H 0.9615 3.7284 5.3907
H 1.0542 4.5558 3.8280
H 0.9328 2.7789 3.9073
H -0.3431 3.4678 -1.0956
H -1.5647 4.5870 -1.7007
H -2.0395 3.0306 -1.0024
H 1.0139 4.6452 1.2769
H 0.2456 6.0354 2.0562
H 0.5680 6.0617 0.3170
H -3.6671 5.6246 0.3939
H -2.4256 6.8765 0.2658
H -2.9525 6.3115 1.8546
```

Output
2S+1   2
Orbital gap (spin up / spin down)   3.9 / 6.7 eV
Total charge   -1
DFT total energy   -11629.03842 a.u.
Relative energy (zero: lowest compared OMol25 entry of this formula, charge and spin)   1.6372 eV
F_max   0.010 Eh/bohr


2.
DFT (ωB97M-V with the def2-TZVPD basis set) results for a structure of composition C33H55BBaN9O9P.

Geometry as XYZ:
```
109
C33H55BBaN9O9P (ωB97M-V with the def2-TZVPD basis set)
Ba -0.0310 -0.3459 1.0100
C -1.3210 -1.7522 -4.4238
C -0.7941 -0.3601 -4.2966
C -0.7441 0.6345 -5.2841
C -0.1621 1.7150 -4.6603
C 0.0351 3.0551 -5.2731
N 0.0909 1.3838 -3.3775
N -0.3105 0.0906 -3.1563
B 0.7331 1.9463 -2.0218
N 0.8560 3.5136 -1.7014
N 0.4838 3.6910 -0.3982
C 0.7853 4.9224 -0.0543
C 0.4870 5.3966 1.3331
C 1.3676 5.5973 -1.1350
C 1.3989 4.6727 -2.1595
C 1.9890 4.9637 -3.4998
N 2.1085 1.2705 -1.6999
N 2.2219 0.7026 -0.4666
C 3.4853 0.3507 -0.3187
C 3.9349 -0.2916 0.9537
C 4.2135 0.6372 -1.4859
C 3.2942 1.2159 -2.3355
C 3.4950 1.6897 -3.7359
H -2.0012 -1.8184 -5.2775
H -0.5159 -2.4733 -4.5591
H -1.8539 -2.0472 -3.5208
H -1.0867 0.5877 -6.3062
H -0.4184 3.0420 -6.2652
H -0.4488 3.8434 -4.6893
H 1.0823 3.3238 -5.3965
H -0.0615 1.5563 -1.2248
H 0.5364 4.5640 2.0335
H 1.2057 6.1543 1.6512
H -0.5093 5.8394 1.4098
H 1.7403 6.6078 -1.1781
H 2.6896 5.7918 -3.3793
H 2.5419 4.1275 -3.9206
H 1.2434 5.2749 -4.2342
H 3.2381 -0.0687 1.7612
H 4.0044 -1.3776 0.8731
H 4.9093 0.1034 1.2542
H 5.2513 0.4317 -1.6921
H 4.3070 1.1204 -4.1916
H 2.6036 1.5452 -4.3484
H 3.7739 2.7423 -3.7724
O -2.8944 -1.1988 4.3478
C -2.3604 -0.7041 3.3576
O -1.4030 -1.2017 2.6727
C -2.9584 0.6071 2.7886
C -3.3277 0.4539 1.2950
C -4.2786 1.5749 0.8635
C -3.3172 2.7843 0.7696
C -1.9923 2.1689 1.2123
O -2.1138 0.8383 0.6156
C -2.0154 1.8806 2.7285
C -0.6077 1.7406 3.3888
O -0.4972 2.1218 4.5495
O 0.3174 1.2777 2.6396
H -3.8540 0.8147 3.3794
H -3.6063 -0.5547 1.0008
H -5.0812 1.7178 1.5899
H -4.7248 1.3538 -0.1070
H -3.6092 3.6166 1.4123
H -3.2374 3.1463 -0.2553
H -1.0934 2.6589 0.8450
H -2.4945 2.7092 3.2569
C 3.0968 -2.9989 -2.2028
C 1.9490 -3.6615 -1.4429
C 2.0514 -5.1805 -1.4844
O 0.7289 -3.2893 -2.0613
C 1.9855 -3.1439 0.0096
O 2.8964 -3.5284 0.7427
O 1.0764 -2.2966 0.2857
H 3.1520 -3.4040 -3.2171
H 4.0477 -3.1692 -1.6955
H 2.9284 -1.9239 -2.2675
H 2.1063 -5.5171 -2.5232
H 1.1699 -5.6227 -1.0214
H 2.9347 -5.5166 -0.9452
H 0.3558 -2.6008 -1.4743
C -4.3064 -0.9158 -2.0909
N -4.3377 -2.3481 -1.8536
C -5.1432 -3.0977 -2.7786
P -3.4009 -2.9809 -0.6404
O -2.1303 -2.2299 -0.5335
N -3.2180 -4.5931 -0.9509
C -4.1304 -5.6074 -0.4832
C -2.0962 -5.1038 -1.7113
N -4.2944 -2.8502 0.7473
C -5.7345 -2.7984 0.8071
C -3.6543 -3.2101 2.0063
H -4.0703 -0.7188 -3.1415
H -3.5235 -0.4534 -1.4948
H -5.2729 -0.4532 -1.8534
H -4.8219 -2.9102 -3.8105
H -6.2055 -2.8202 -2.7082
H -5.0592 -4.1652 -2.5933
H -4.9668 -5.1709 0.0540
H -3.6239 -6.3080 0.1921
H -4.5357 -6.1890 -1.3235
H -1.3664 -4.3297 -1.9195
H -2.4344 -5.5464 -2.6572
H -1.5866 -5.8805 -1.1333
H -6.1486 -2.5297 -0.1627
H -6.0528 -2.0432 1.5330
H -6.1770 -3.7553 1.1246
H -2.5721 -3.1484 1.9150
H -3.9505 -4.2244 2.3081
H -3.9372 -2.5116 2.7948
```

Output
2S+1   1
Orbital gap   7.2 eV
Total charge   -2
DFT total energy   -2852.52471 a.u.
Relative energy (zero: lowest compared OMol25 entry of this formula, charge and spin)   2.2933 eV
F_max   0.063 Eh/bohr


3.
DFT (ωB97M-V with the def2-TZVPD basis set) results for a structure of composition C33H55BCrN2O6P2.

Geometry as XYZ:
```
100
C33H55BCrN2O6P2 (ωB97M-V with the def2-TZVPD basis set)
Cr 0.5916 -1.5235 -0.0487
O 3.7136 0.7787 0.6034
C 3.2531 -0.1594 -0.1262
O 1.9874 -0.2412 -0.4767
C 4.3621 -1.1323 -0.7438
C 5.2090 -0.3537 -1.7368
C 6.4554 -1.1567 -2.0349
C 5.9935 -2.2104 -3.1278
C 4.4671 -1.9407 -3.0299
O 4.4181 -0.4787 -2.9569
C 4.0498 -2.4166 -1.5612
C 2.6197 -3.0026 -1.5164
O 2.3023 -3.5848 -2.5676
O 1.8831 -2.8623 -0.4367
H 4.9981 -1.3890 0.1361
H 5.4144 0.7134 -1.4927
H 6.8507 -1.5650 -1.1241
H 7.1882 -0.4740 -2.4666
H 6.2247 -3.2569 -2.9148
H 6.3140 -1.8890 -4.1234
H 3.8131 -2.3105 -3.7865
H 4.7498 -3.2226 -1.1998
C 2.5999 3.0890 2.3420
C 1.3425 3.4483 3.1262
C 1.2982 4.9528 3.2260
C 1.5836 2.8346 4.5363
P -0.1396 2.3998 2.3593
C 0.3239 2.2475 0.4310
N -0.5566 1.5842 -0.5159
B -0.8146 0.1152 -0.6681
N -1.9483 0.0409 -1.5680
C -2.7958 -1.1175 -1.5986
P -1.6851 -2.4415 -0.7979
C -2.7260 -2.9009 0.7426
C -1.9566 -4.0402 1.5472
C -2.9636 -1.7842 1.7978
C -4.1884 -3.5214 0.4561
C -1.6570 -3.5509 -2.2240
C -0.9214 -4.8490 -1.7838
C -3.0629 -4.0102 -2.7375
C -0.9858 -2.9795 -3.5292
C -2.3234 1.3609 -1.9408
C -3.2418 1.7533 -2.8947
C -3.2563 3.0498 -3.3409
C -2.2659 3.9443 -2.8370
C -1.2797 3.5246 -1.9298
C -1.4368 2.2847 -1.3690
C -1.6667 3.6370 2.2998
C -2.8037 2.7368 1.7577
C -1.6607 4.8659 1.3521
C -2.0320 3.9843 3.7684
H 3.4916 3.3401 2.9129
H 2.6756 2.0444 1.9891
H 2.5595 3.6426 1.3885
H 2.3334 5.3556 3.1716
H 0.7849 5.4322 2.3467
H 0.6854 5.3085 4.1195
H 1.1181 3.3690 5.3737
H 1.2913 1.7729 4.7132
H 2.7058 2.7991 4.6905
H 0.6415 3.2018 0.0511
H 1.2201 1.5715 0.4806
H -3.7933 -1.0237 -1.1082
H -3.0391 -1.3636 -2.7013
H -0.9087 -3.6859 1.5219
H -2.3051 -4.2373 2.5986
H -2.0058 -5.0136 1.0221
H -2.0540 -1.5215 2.3778
H -3.4020 -0.9259 1.3421
H -3.7583 -2.1561 2.4906
H -4.0510 -4.4440 -0.0919
H -4.6062 -3.7548 1.4521
H -4.8588 -2.8283 -0.0219
H -1.3149 -5.3348 -0.9142
H -1.0003 -5.4815 -2.6323
H 0.1476 -4.6389 -1.6173
H -3.7513 -4.4674 -2.0700
H -3.6190 -3.2630 -3.3502
H -2.8116 -4.7745 -3.4735
H 0.0240 -2.6604 -3.3030
H -0.8922 -3.7667 -4.3116
H -1.6483 -2.1516 -3.8737
H -3.9828 1.1063 -3.3709
H -4.0601 3.3882 -4.0375
H -2.2639 4.9704 -3.1490
H -0.5187 4.2127 -1.5754
H -3.3059 3.3475 1.0289
H -2.3291 1.7961 1.2336
H -3.5352 2.4710 2.5300
H -1.3290 4.6359 0.3626
H -2.7223 5.2556 1.3473
H -0.9293 5.6552 1.6446
H -2.3632 3.0493 4.2883
H -1.1253 4.5072 4.2463
H -2.8535 4.7227 3.7883
C 1.2396 -1.2531 2.7784
O 0.2312 -1.5539 1.8558
H 1.9625 -2.0890 2.8269
H 0.6697 -1.2893 3.7771
H 1.7185 -0.2578 2.5755
```

Output
2S+1   4
Orbital gap (spin up / spin down)   7.2 / 7.2 eV
Total charge   -1
DFT total energy   -3603.48651 a.u.
F_max   0.068 Eh/bohr


4.
DFT (ωB97M-V with the def2-TZVPD basis set) results for a cluster of 9 separate species, C33H55F3N2O17S4 in total.

Geometry as XYZ:
```
114
C33H55F3N2O17S4 (ωB97M-V with the def2-TZVPD basis set)
C -5.2480 -4.4095 1.7895
C -4.2792 -3.9958 0.6687
C -3.0992 -3.1288 1.1771
C -3.5087 -2.0332 2.0757
N -3.9132 -1.2563 2.8539
H -4.6988 -4.7755 2.6600
H -5.9581 -5.1953 1.4686
H -5.7758 -3.5570 2.1776
H -4.8549 -3.5283 -0.1501
H -3.8435 -4.8332 0.1440
H -2.4102 -2.7206 0.4444
H -2.5099 -3.8407 1.7390
C -1.7958 2.4308 -6.1309
C -1.6811 0.9083 -6.0030
C -1.2606 0.3036 -4.6688
C 0.1656 0.6952 -4.3302
N 1.2187 0.7314 -3.8529
H -1.0280 3.0448 -5.5984
H -2.6932 2.8480 -5.6870
H -1.7734 2.6994 -7.1701
H -0.9324 0.5789 -6.7631
H -2.6018 0.3527 -6.2562
H -1.2863 -0.7751 -4.8038
H -1.9192 0.6771 -3.8363
C -0.6792 3.8888 3.3301
C -1.6973 2.8316 3.5211
O -1.0513 1.8577 4.2387
C 0.2796 2.1034 4.1814
O 1.0353 1.3393 4.7161
O 0.5623 3.2294 3.5804
F -2.1237 2.2659 2.3624
H -0.7790 4.7028 4.0692
H -0.6744 4.2476 2.2950
H -2.6499 3.0580 4.0030
C -1.9504 -0.7922 5.2425
C -1.1805 -1.3093 4.0831
O -1.6123 -2.6586 3.9571
C -2.6312 -2.9233 4.8655
O -3.2821 -3.8898 4.7456
O -2.6944 -1.9331 5.7760
F 0.1462 -1.4274 4.2389
H -2.6591 -0.0621 4.8352
H -1.3354 -0.3884 6.0202
H -1.3734 -0.8204 3.1127
C 0.2616 0.2028 -0.6530
C -0.4952 0.0462 0.6040
O 0.4710 0.3673 1.5929
C 1.7270 0.3251 1.0771
O 2.7012 0.5004 1.6787
O 1.6666 0.0898 -0.2584
F -0.9438 -1.2297 0.9656
H 0.0278 1.1888 -1.0798
H 0.1662 -0.4983 -1.4673
H -1.3310 0.6690 0.7649
C 0.5343 -4.5541 1.8390
C 1.7770 -4.7306 0.9753
C 2.5461 -5.9207 1.5544
S 2.2001 -5.7862 3.3588
O 3.3628 -5.3857 4.0900
O 1.5485 -6.9750 3.7616
C 1.0650 -4.4854 3.3387
H -0.1996 -5.3430 1.7414
H 0.0969 -3.5850 1.5269
H 2.3597 -3.8164 1.2447
H 1.6483 -4.8545 -0.0908
H 3.6299 -5.8313 1.5173
H 2.2530 -6.9604 1.3701
H 1.4949 -3.4940 3.4396
H 0.4499 -4.6255 4.2097
C 3.9500 3.5534 0.1921
C 3.4111 2.9110 -1.0972
C 2.2629 3.7987 -1.6292
S 1.4670 4.0939 -0.0673
O 0.4429 3.0564 0.0440
O 0.9636 5.4403 0.1700
C 2.7663 3.7910 1.0876
H 4.4124 4.4811 -0.0711
H 4.7885 2.9497 0.5691
H 3.0697 1.8997 -0.9504
H 4.2358 2.8242 -1.8223
H 1.5384 3.2459 -2.2253
H 2.6209 4.7356 -2.1032
H 2.4696 2.9616 1.7078
H 2.7831 4.6448 1.7312
C 3.7758 -2.1819 -1.8955
C 3.7350 -1.1020 -2.9552
C 5.0154 -1.3065 -3.7106
S 4.9951 -3.0393 -4.0780
O 6.3292 -3.5370 -4.0168
O 4.1853 -3.3069 -5.2745
C 4.0827 -3.5195 -2.5709
H 2.8582 -2.2510 -1.3040
H 4.5794 -1.8720 -1.1462
H 3.7094 -0.1196 -2.4496
H 2.8747 -1.2064 -3.6285
H 5.8936 -1.0856 -3.1581
H 5.1134 -0.8011 -4.6995
H 4.7193 -4.1944 -1.9884
H 3.1590 -4.0355 -2.8447
C -3.2570 5.4953 -0.5779
C -3.4922 5.5830 -2.0896
C -3.6317 4.1470 -2.4954
S -2.1832 3.3910 -1.7345
O -1.0862 3.4655 -2.6598
O -2.4577 2.0937 -1.1530
C -2.0229 4.5518 -0.4219
H -4.2180 5.1569 -0.1377
H -2.9241 6.4843 -0.1628
H -2.5847 5.9822 -2.5759
H -4.2981 6.2323 -2.3697
H -3.5282 3.9372 -3.5406
H -4.5126 3.6713 -2.0717
H -1.1131 5.1058 -0.5509
H -1.8787 4.0199 0.5024
```

Output
SMILES   O=C1OC[C@@H](F)O1.O=C1OC[C@@H](F)O1.O=C1OC[C@@H](F)O1.O=S1(=O)CCCC1.O=S1(=O)CCCC1.O=S1(=O)CCCC1.O=S1(=O)CCCC1.CCCC#N.CCCC#N
2S+1   1
Orbital gap   9.9 eV
Total charge   0
DFT total energy   -4571.33013 a.u.
F_max   0.081 Eh/bohr


Question: What is the formula in the third record?
Answer: C33H55BCrN2O6P2


Question: The lowest DFT total energy belongs to which entry?
Answer: C33H55AsCuN8O4PSe2Si2


Question: Which value of F_max does entry 3 give?
Answer: 0.068 Eh/bohr